<1>
The following is a DFT calculation (ωB97M-V/def2-TZVPD) of one molecule with the formula C10H16N4O.

Summary:
HOMO level = -8.32 eV
HOMO-LUMO gap = 8.3 eV
LUMO = 0.00075 Ha

Cartesian coordinates (Å):
C: -0.92756 2.83523 -0.32787
C: 0.01255 1.96758 -0.90558
C: 1.22947 -0.08913 -0.74944
C: 3.02096 -0.31185 1.87664
C: -3.93214 -1.40323 -0.84947
C: 2.69365 0.34096 -0.62508
C: 3.08098 0.82892 0.84533
C: -2.65240 -0.59265 -0.66704
C: -1.64316 -1.04456 0.35113
C: -0.75004 0.18873 0.72140
N: -1.72021 3.60175 -0.01770
N: 0.75195 -2.55400 -1.06509
N: 1.01713 -1.40182 -0.94462
N: 0.14997 0.72448 -0.34577
O: 0.67182 2.40629 -1.81649
H: 3.45216 0.03593 2.74855
H: 3.38227 -1.28957 1.51798
H: 1.88569 -0.38091 2.01661
H: -4.58779 -0.87692 -1.57037
H: -3.64642 -2.30989 -1.28587
H: -4.55016 -1.72993 0.01885
H: 3.21638 -0.60753 -0.75910
H: 2.91713 0.95729 -1.45187
H: 4.16775 1.16120 0.61299
H: 2.59338 1.76071 1.10878
H: -2.20005 -0.56753 -1.71740
H: -2.82893 0.50677 -0.54528
H: -2.16350 -1.27305 1.28855
H: -1.17899 -1.94585 -0.06552
H: -0.05159 0.03835 1.54150
H: -1.41030 1.02424 1.06123



<2>
The following is a DFT calculation (ωB97M-V/def2-TZVPD) of C10H16N4O as an isolated structure.

Summary:
HOMO level = -7.34 eV
HOMO-LUMO gap = 8.0 eV
LUMO = 0.02303 Ha

Cartesian coordinates (Å):
C: 2.56448 2.96640 -0.10162
N: 3.11559 1.59047 -0.20745
C: 2.28302 0.63127 -0.12670
N: 0.89778 0.75217 0.14096
C: 0.06746 -0.45260 0.14826
N: 0.35436 -1.64143 0.24583
C: 1.60050 -1.92091 0.09580
C: 2.58422 -0.75099 -0.35510
H: 3.59062 -0.94184 -0.54345
C: 2.13147 -3.27812 -0.19670
H: 2.76172 -3.28062 0.60190
H: 2.44457 -3.32237 -1.25999
H: 1.24076 -4.04776 -0.18410
N: -1.23164 0.06264 0.64409
C: -1.78947 1.30500 0.43772
H: -1.19719 1.88101 0.04627
C: -3.17497 1.12394 0.05987
H: -3.96995 0.99984 0.88542
O: -3.21208 0.45912 -1.10196
C: -3.16962 -0.93781 -0.48472
H: -4.16671 -1.43982 -0.47123
C: -2.35121 -0.98299 0.79282
H: -1.70899 -1.91520 0.70842
H: -2.89042 -0.92860 1.72699
H: -2.69408 -1.34175 -1.68971
H: -3.38887 2.27598 -0.43556
H: -1.76500 1.58151 1.56773
H: 3.93685 1.57876 -0.55353
H: 1.43534 2.93849 0.35522
H: 2.50728 3.35417 -1.12257
H: 3.19420 3.68204 0.37710



The winner here is <1>, beating the second structure by 476.4 kJ/mol.



<1>
The following is a DFT calculation (ωB97M-V/def2-TZVPD) of a 2-piece molecular cluster, C2H9N4O overall.

Summary:
total charge = +1
HOMO level = -14.34 eV
HOMO-LUMO gap = 10.8 eV
LUMO = -0.12902 Ha

Cartesian coordinates (Å):
N: -1.46672 1.05689 1.01239
C: -1.67624 1.56128 -0.19870
N: -0.84290 1.26495 -1.21443
H: -0.70783 0.36714 1.16558
H: -2.23349 1.34528 1.60543
H: -2.42425 2.34581 -0.29600
H: -0.75644 1.83848 -2.08082
H: -0.11670 0.56208 -1.28854
N: 2.09219 -0.60623 0.74922
C: 1.02920 -1.00544 -0.02886
N: -0.05432 -1.51361 0.64680
O: 0.98330 -0.81746 -1.24171
H: 2.87141 -0.05552 0.36168
H: 1.84892 -0.45589 1.76759
H: -0.67537 -2.15391 0.14628
H: 0.11190 -2.00282 1.56000



<2>
The following is a DFT calculation (ωB97M-V/def2-TZVPD) of a 2-piece molecular cluster, C2H9N4O overall.

Summary:
total charge = +1
HOMO level (alpha / beta) = -12.62 / -12.62 eV
HOMO-LUMO gap (alpha / beta) = 8.1 / 8.1 eV
LUMO (alpha / beta) = -0.16564 / -0.16564 Ha

Cartesian coordinates (Å):
C: 1.90678 -0.02587 0.61460
C: -0.41278 -0.48210 0.54904
N: -1.72091 -1.90157 0.08535
N: -0.78010 1.28937 -0.90821
N: -1.05057 0.73307 0.32673
N: 0.80992 -0.49225 -0.28687
O: -2.29936 -1.35092 -0.80543
H: 1.49080 0.82652 1.06762
H: 2.20300 -0.81127 1.34115
H: 2.90792 -0.02341 0.08596
H: -0.19219 -0.69936 1.57817
H: -0.87148 2.24032 -0.92391
H: -1.37238 0.91117 -1.59220
H: -2.05179 0.84338 0.62945
H: 0.47603 0.34079 -0.97862
H: 0.95715 -1.39786 -0.78285



<3>
The following is a DFT calculation (ωB97M-V/def2-TZVPD) of a 2-piece molecular cluster, C2H9N4O overall.

Summary:
total charge = +1
HOMO level = -13.59 eV
HOMO-LUMO gap = 10.3 eV
LUMO = -0.12047 Ha

Cartesian coordinates (Å):
N: 0.41160 -1.16315 0.82038
C: 1.45777 -0.61703 0.22632
N: 2.65828 -0.69466 0.80903
N: 1.32578 -0.02423 -0.96272
H: 0.52249 -1.53723 1.74233
H: -0.51423 -1.18140 0.40118
H: 3.45966 -0.30925 0.32972
H: 2.84626 -1.44259 1.45526
H: 2.11132 0.48783 -1.34229
H: 0.41753 0.35659 -1.17958
C: -2.28325 0.84946 -0.99958
N: -2.53614 1.11523 0.31430
O: -2.82128 -0.00942 -1.63495
H: -1.47640 1.47942 -1.41274
H: -3.34863 0.69033 0.73991
H: -2.23075 2.00010 0.69345



The winner here is <3>, beating the second structure by 13.1 kJ/mol.



<1>
The following is a DFT calculation (ωB97M-V/def2-TZVPD) of a 2-piece molecular cluster, C2H9N4O overall.

Summary:
total charge = +1
HOMO level = -14.00 eV
HOMO-LUMO gap = 10.2 eV
LUMO = -0.14000 Ha

Cartesian coordinates (Å):
N: -1.00873 0.32482 1.70431
C: -0.56168 1.52464 1.45768
N: -0.73085 2.17104 0.32016
H: -1.40859 -0.26813 0.98623
H: -0.67861 -0.09908 2.55400
H: 0.02476 2.01904 2.22093
H: -0.35242 3.10934 0.29678
H: -0.65227 1.65473 -0.55011
N: 1.17800 0.18388 -0.84733
C: 0.58440 -1.10957 -0.76060
N: -0.24789 -1.38957 -1.79745
O: 0.79472 -1.87635 0.14548
H: 1.96197 0.22284 -0.20030
H: 1.59545 0.27132 -1.77526
H: -0.40109 -0.84357 -2.62136
H: -0.76040 -2.25458 -1.75417



<2>
The following is a DFT calculation (ωB97M-V/def2-TZVPD) of a 2-piece molecular cluster, C2H9N4O overall.

Summary:
total charge = +1
HOMO level = -13.74 eV
HOMO-LUMO gap = 10.5 eV
LUMO = -0.11997 Ha

Cartesian coordinates (Å):
N: 2.18107 -0.37156 0.78600
C: 1.38322 -0.18463 -0.35704
N: 1.71035 0.94647 -1.08554
O: 0.47593 -0.94802 -0.67724
H: 2.00365 -1.26723 1.21907
H: 3.17250 -0.23596 0.64586
H: 2.60884 1.34210 -0.86317
H: 1.52890 0.85385 -2.07066
N: -1.58461 -0.56778 1.29246
C: -2.01617 -0.36240 0.05346
N: -2.14748 0.83535 -0.49362
H: -1.14687 0.14523 1.85053
H: -1.57707 -1.50556 1.67959
H: -2.34945 -1.23212 -0.46742
H: -2.38432 0.85899 -1.47058
H: -1.85849 1.69330 -0.04170



The winner here is <2>, beating the second structure by 34.4 kJ/mol.



<1>
The following is a DFT calculation (ωB97M-V/def2-TZVPD) of one molecule with the formula C9H12S2.

Summary:
SMILES = C=c1scc/c1=C/[C@H](C)SC
HOMO level = -7.72 eV
HOMO-LUMO gap = 8.2 eV
LUMO = 0.01893 Ha

Cartesian coordinates (Å):
C: -1.27542 -1.12767 -1.56813
C: -1.17243 -1.83468 -0.45524
S: -1.52649 -3.61111 -0.28692
C: -1.29146 -3.46573 1.48787
C: -0.91319 -2.25512 1.91295
C: -0.60015 -1.30769 0.79106
C: 0.14141 -0.26365 1.08019
C: 0.96543 0.76533 0.04314
C: 2.15011 1.50065 0.75674
S: -0.36886 1.93584 -0.29383
C: 0.07513 2.74644 -1.91541
H: -1.71431 -1.49973 -2.54588
H: -1.04303 -0.03495 -1.48219
H: -1.56161 -4.36277 2.09066
H: -0.82046 -1.84341 2.92423
H: 0.38970 -0.03970 2.11116
H: 1.21684 0.13995 -0.85626
H: 1.55654 2.22919 1.38632
H: 2.50273 2.29975 0.08347
H: 3.01780 1.00206 1.21757
H: -0.98290 3.04355 -2.35101
H: 0.79402 2.19529 -2.51592
H: 0.46059 3.78818 -1.61457



<2>
The following is a DFT calculation (ωB97M-V/def2-TZVPD) of a 2-piece molecular cluster, C9H12S2 overall.

Summary:
HOMO level (alpha / beta) = -8.22 / -7.49 eV
HOMO-LUMO gap (alpha / beta) = 7.9 / 7.0 eV
LUMO (alpha / beta) = -0.01050 / -0.01740 Ha

Cartesian coordinates (Å):
C: 3.78350 0.24586 -0.57254
C: 2.38444 0.37548 -1.08365
C: 3.84983 -0.87013 0.20586
C: 1.58810 -0.59053 -0.64351
C: -1.00732 -0.87177 -0.99001
C: -3.04894 0.12881 -0.16870
C: -0.85032 1.45431 -0.15262
C: -1.26524 -0.61038 1.52976
C: -1.51844 0.00848 0.08790
S: -1.39984 -1.65371 -2.26070
S: 2.32650 -1.77995 0.42539
H: 4.45968 0.98975 -0.64488
H: 2.00432 1.22286 -1.60042
H: 4.53633 -1.19149 0.98622
H: -3.31836 -0.90468 -0.41042
H: -3.48046 0.43941 0.76067
H: -3.25305 0.90867 -0.83984
H: -1.09421 1.71401 -1.13812
H: -1.17055 2.00559 0.64613
H: 0.22687 1.27698 0.02747
H: -1.76483 -0.00376 2.32506
H: -1.73823 -1.59182 1.70975
H: -0.24976 -0.70196 1.80119



The winner here is <1>, beating the second structure by 237.7 kJ/mol.



<1>
The following is a DFT calculation (ωB97M-V/def2-TZVPD) of one molecule with the formula C3H3BrS.

Summary:
SMILES = BrCC1=CS1
HOMO level = -8.12 eV
HOMO-LUMO gap = 8.4 eV
LUMO = 0.01149 Ha

Cartesian coordinates (Å):
Br: 1.83959 1.45918 0.60558
C: 0.89159 0.33499 -0.71114
C: -0.36467 -0.36161 -0.01656
C: -1.25845 -0.07500 0.82618
S: -1.29306 -1.95638 0.21044
H: 0.42511 0.69385 -1.51967
H: 1.64091 -0.34980 -0.96264
H: -1.88102 0.25478 1.56781



<2>
The following is a DFT calculation (ωB97M-V/def2-TZVPD) of a 2-piece molecular cluster, C3H3BrS overall.

Summary:
HOMO level (alpha / beta) = -7.84 / -7.84 eV
HOMO-LUMO gap (alpha / beta) = 7.4 / 7.4 eV
LUMO (alpha / beta) = -0.01551 / -0.01552 Ha

Cartesian coordinates (Å):
C: -1.12689 1.46915 0.68737
C: -0.77798 0.24864 0.68628
C: 1.06919 -0.84312 0.81674
S: -2.22122 0.15670 -0.29485
Br: 2.12420 0.41665 -0.10819
H: -1.02698 2.48734 0.84490
H: 0.58323 -1.60619 0.37387
H: 1.46496 -0.96700 1.76129



The winner here is <1>, beating the second structure by 209.6 kJ/mol.



<1>
The following is a DFT calculation (ωB97M-V/def2-TZVPD) of one molecule with the formula CH5N3S2.

Summary:
HOMO level (alpha / beta) = -7.47 / -7.47 eV
HOMO-LUMO gap (alpha / beta) = 7.7 / 7.7 eV
LUMO (alpha / beta) = 0.00733 / 0.00735 Ha

Cartesian coordinates (Å):
C: -1.52089 -0.15043 -1.12912
N: 0.71377 1.08642 -1.18346
N: 1.38501 0.10599 0.64953
N: 1.51294 0.43325 -0.52377
S: -0.82379 1.94339 1.44487
S: -0.82846 1.30349 -0.78802
H: -0.89633 -1.09479 -1.05675
H: -2.58927 -0.16237 -1.03348
H: 2.19163 -0.44861 0.96929
H: 2.36018 0.24833 -0.99403
H: -1.34438 0.64128 1.85238



<2>
The following is a DFT calculation (ωB97M-V/def2-TZVPD) of one molecule with the formula CH5N3S2.

Summary:
SMILES = NNC(=S)NS
HOMO level = -8.41 eV
HOMO-LUMO gap = 8.7 eV
LUMO = 0.01147 Ha

Cartesian coordinates (Å):
N: 0.54581 2.15724 0.14239
N: -0.50883 1.32979 -0.23849
C: -0.62515 -0.01715 0.01739
S: -2.18073 -0.64686 -0.03831
N: 0.42019 -0.76085 0.42305
S: 2.04500 -0.68196 -0.08286
H: 1.24724 1.88537 -0.50934
H: 0.83322 1.92520 1.11263
H: -1.34362 1.74799 -0.54080
H: 0.07181 -1.67094 0.66664
H: 1.91373 -1.60691 -1.18333



The winner here is <2>, beating the second structure by 433.6 kJ/mol.